Entry from the OMol25 dataset: a molecular structure, C36H80BeClN5O8 at a distorted geometry (the ωB97M-V functional and the def2-TZVPD basis).

Net charge: +2
Energy above the lowest of the compared OMol25 structures with the same formula, charge and spin, kcal per mole: 194.6
HOMO-LUMO gap, eV: 1.18
Spin multiplicity: 1
LUMO level, eV: -10.16

Geometry (Å):
Be (2.84899, 1.99141, 5.50047)
N (-3.62207, 3.76988, 6.46753)
H (-3.17619, 2.86655, 6.54001)
H (-3.72689, 3.71466, 5.46449)
H (-3.01017, 4.54149, 6.69178)
H (-4.49457, 3.87380, 6.96558)
Cl (-1.45685, 0.97347, 2.93000)
O (-1.39886, 2.36047, 2.74595)
O (-0.88658, 0.29768, 1.77676)
O (-0.78050, 0.63754, 4.07964)
O (-2.86543, 0.74828, 3.12783)
C (1.87786, -1.58347, -5.07927)
C (1.49936, -2.79315, -4.32004)
C (1.62667, -4.02853, -5.29138)
C (3.11858, -4.53194, -5.36131)
C (3.66951, -4.63482, -3.85656)
C (3.71497, -3.34780, -3.03601)
N (2.33334, -2.83529, -3.08717)
O (2.15058, -1.68739, -2.25776)
C (4.10638, -3.75089, -1.62692)
C (4.85628, -2.43030, -3.53899)
C (0.00342, -2.81048, -3.95206)
H (2.93857, -1.48644, -5.31074)
H (1.67096, -0.63949, -4.57509)
H (1.36036, -1.48174, -6.03318)
H (1.21531, -4.91961, -4.81718)
H (1.20681, -3.99834, -6.29682)
H (3.75491, -3.89344, -5.97408)
H (3.06576, -5.51407, -5.83114)
H (4.67249, -5.05224, -3.76764)
H (2.88755, -5.25228, -3.41455)
H (3.32754, -4.27823, -1.07609)
H (4.84936, -4.54842, -1.63052)
H (4.23103, -2.86571, -1.00322)
H (4.94401, -2.22972, -4.60678)
H (4.95773, -1.52808, -2.93582)
H (5.77325, -2.96083, -3.28247)
H (-0.04388, -3.71969, -3.35271)
H (-0.78176, -2.81989, -4.70803)
H (-0.09590, -1.97935, -3.25388)
H (1.59224, -2.07626, -1.58053)
C (-1.63200, -5.33514, 4.03904)
C (-1.79834, -5.77913, 5.52020)
C (-1.20073, -7.20647, 5.50808)
C (-0.74980, -7.60375, 6.93525)
C (0.44538, -6.77218, 7.34558)
C (0.04591, -5.25723, 7.45896)
N (-0.76407, -4.82287, 6.21333)
O (-1.28142, -3.56268, 6.31164)
C (-0.81921, -5.02415, 8.73082)
C (1.36040, -4.39596, 7.38753)
C (-3.26193, -5.73261, 6.16833)
H (-2.07656, -4.36069, 3.83673)
H (-2.11586, -6.05463, 3.37850)
H (-0.64584, -5.43023, 3.58458)
H (-1.93593, -7.94368, 5.18539)
H (-0.30258, -7.41999, 4.92856)
H (-0.55627, -8.66792, 7.07005)
H (-1.52198, -7.42511, 7.68352)
H (1.20315, -7.06171, 6.61754)
H (0.75148, -7.17131, 8.31258)
H (-1.86636, -4.97608, 8.43208)
H (-0.78258, -5.77279, 9.52221)
H (-0.50713, -4.06942, 9.15415)
H (1.21191, -3.32305, 7.50957)
H (2.17901, -4.47512, 8.10287)
H (1.87452, -4.41441, 6.42658)
H (-3.24756, -6.35496, 7.06308)
H (-4.00453, -5.97260, 5.40737)
H (-3.56444, -4.72349, 6.44810)
H (-0.89050, -3.14817, 5.53900)
C (-3.48298, 4.74041, -3.99626)
C (-4.32814, 3.42174, -4.23921)
C (-3.86145, 2.53109, -2.94800)
C (-4.62964, 1.20402, -2.79742)
C (-6.13453, 1.44631, -2.85710)
C (-6.69422, 2.46982, -3.97972)
N (-5.82615, 3.61530, -4.00261)
O (-6.27616, 4.42265, -4.91724)
C (-6.88997, 1.74527, -5.37853)
C (-8.19077, 2.74981, -3.52219)
C (-3.89216, 2.82730, -5.51564)
H (-3.64512, 5.30081, -3.07552)
H (-3.89481, 5.41738, -4.74473)
H (-2.41565, 4.57604, -4.14423)
H (-2.80374, 2.46931, -2.69196)
H (-4.17837, 3.13465, -2.09750)
H (-4.40918, 0.83572, -1.79550)
H (-4.35094, 0.48942, -3.57187)
H (-6.59878, 1.71437, -1.90805)
H (-6.55205, 0.46700, -3.09107)
H (-7.11101, 2.43766, -6.19082)
H (-6.00638, 1.20477, -5.71800)
H (-7.67590, 0.99211, -5.43472)
H (-8.70849, 1.79757, -3.40687)
H (-8.25320, 3.39320, -2.64455)
H (-8.63998, 3.39259, -4.27925)
H (-3.94661, 1.73999, -5.46189)
H (-2.97903, 3.13839, -6.02312)
H (-4.62516, 2.85791, -6.32179)
H (-7.04503, 4.76219, -4.45341)
C (1.82375, 5.85493, -0.40067)
C (3.22231, 5.34303, -0.73808)
C (3.85033, 6.19933, -1.89381)
C (5.26969, 5.92060, -2.22430)
C (6.05482, 6.03157, -0.85491)
C (5.47576, 5.31988, 0.33305)
N (4.05353, 5.49360, 0.37392)
O (3.54923, 4.81343, 1.62882)
C (5.93353, 3.87288, 0.23996)
C (6.03610, 5.90018, 1.67225)
C (3.04481, 3.80376, -1.27906)
H (1.38115, 5.96290, -1.39089)
H (1.08272, 5.15437, -0.01570)
H (1.80892, 6.82268, 0.10067)
H (3.22896, 5.98623, -2.76365)
H (3.66803, 7.26745, -1.77568)
H (5.48795, 4.91802, -2.59212)
H (5.69193, 6.63660, -2.92938)
H (5.94248, 7.05317, -0.49185)
H (7.08095, 5.70546, -1.02463)
H (6.22986, 3.63211, -0.78098)
H (5.19880, 3.12658, 0.54213)
H (6.93711, 3.78778, 0.65671)
H (7.08694, 5.64533, 1.80969)
H (5.37242, 5.82160, 2.53333)
H (6.15109, 6.98396, 1.68916)
H (2.71477, 3.06656, -0.54715)
H (2.36808, 3.85721, -2.13187)
H (4.02996, 3.49712, -1.63058)
H (2.80928, 5.38705, 1.84104)